Record 1
{"formula": "CH12N4P2Si", "method": "ωB97M-V with the def2-TZVPD basis set", "species": ["C", "N", "N", "N", "N", "Si", "P", "P", "H", "H", "H", "H", "H", "H", "H", "H", "H", "H", "H", "H"], "positions_angstrom": [[-0.913, -1.512, -0.850], [-1.404, 0.613, 1.782], [1.230, -1.515, 0.756], [1.438, -1.106, -2.146], [-0.039, 0.949, -1.804], [-0.310, 1.933, 2.164], [-0.368, -2.041, 0.684], [-0.232, -0.701, -2.391], [-1.915, -1.585, -0.970], [-2.033, 0.124, 2.454], [-2.031, 0.627, 0.910], [1.770, -1.855, 1.415], [1.638, -0.978, -0.083], [1.646, -2.080, -2.321], [1.898, -0.700, -2.987], [-0.318, 1.552, -2.655], [-0.548, 1.361, -1.043], [-0.566, 2.915, 3.326], [0.199, 2.744, 0.942], [0.859, 1.255, 2.817]], "lowdin_charge": [-0.6728, -0.2520, -0.2374, -0.2769, -0.2356, 0.4563, 0.8093, 0.6981, -0.1090, 0.0301, 0.0359, -0.0679, 0.0512, 0.0245, 0.0298, 0.0340, -0.0372, -0.1052, -0.0713, -0.1039], "largest_force_ha_per_bohr": 0.134, "e_lumo_ev": 0.60, "smiles": "N/P=C\\P(N)N.N[SiH3]", "energy_ev": -33646.266, "charge": 0}

***

Record 2
{"formula": "CH12NO4", "method": "ωB97M-V with the def2-TZVPD basis set", "species": ["C", "N", "H", "H", "H", "H", "H", "H", "O", "H", "H", "O", "H", "H", "O", "H", "H", "O"], "positions_angstrom": [[1.566, -2.235, 0.816], [0.837, -2.261, -0.234], [2.135, -3.164, 0.953], [1.870, -1.371, 1.452], [0.136, -1.455, -0.393], [1.262, -2.625, -1.081], [-4.231, 1.421, 0.543], [-3.009, 2.101, 0.104], [-3.420, 1.295, 0.173], [-1.526, -0.080, -0.108], [-0.491, 0.591, -1.060], [-0.707, -0.246, -0.572], [1.087, 1.785, 1.908], [1.223, 0.860, 3.123], [1.127, 0.804, 2.113], [0.677, 1.494, -3.076], [1.530, 2.376, -2.039], [1.010, 1.560, -2.161]], "lowdin_charge": [0.1399, 0.1665, 0.1149, 0.1152, 0.0600, 0.1587, 0.0017, 0.0034, 0.0387, 0.0513, 0.0719, -0.0307, 0.0711, 0.0870, -0.1195, 0.0671, 0.0665, -0.0637], "largest_force_ha_per_bohr": 0.090, "e_lumo_ev": -4.89, "energy_ev": -10904.097, "charge": 1}

***

Record 3
{"formula": "CH12O4", "method": "ωB97M-V with the def2-TZVPD basis set", "species": ["C", "H", "H", "H", "H", "H", "H", "O", "H", "H", "O", "H", "H", "O", "H", "H", "O"], "positions_angstrom": [[1.749, -1.743, 1.086], [1.483, -1.367, 0.101], [2.103, -0.957, 1.762], [2.414, -2.587, 1.111], [0.787, -2.062, 1.510], [0.147, 1.811, 0.547], [-0.960, 1.989, 1.628], [-0.225, 1.423, 1.358], [-1.344, -0.761, -1.834], [-0.814, -1.899, -1.125], [-0.509, -1.250, -1.774], [1.139, 0.867, -1.471], [1.962, 0.983, -0.203], [1.458, 1.530, -0.829], [-1.569, 0.471, 0.481], [-2.949, -0.264, 0.736], [-2.308, -0.010, 0.067]], "lowdin_charge": [-0.0394, -0.0069, 0.0238, 0.0107, 0.0249, 0.0192, 0.0564, -0.0693, 0.0219, 0.0334, -0.0777, 0.0525, 0.0442, -0.0601, -0.0070, 0.0425, -0.0691], "largest_force_ha_per_bohr": 0.029, "e_lumo_ev": 0.56, "smiles": "C.O.O.O.O", "energy_ev": -9421.923, "charge": 0}

***

Record 4
{"formula": "CH13O5S", "method": "ωB97M-V with the def2-TZVPD basis set", "species": ["C", "S", "H", "H", "H", "H", "H", "O", "H", "H", "O", "H", "H", "O", "H", "H", "O", "H", "H", "O"], "positions_angstrom": [[-0.290, -2.909, -0.626], [1.223, -2.113, -1.246], [-0.344, -2.807, 0.459], [-1.228, -2.696, -1.139], [-0.253, -4.021, -0.835], [2.916, 0.522, 1.298], [2.843, -0.175, -0.106], [3.081, 0.635, 0.377], [-0.626, 0.416, -0.814], [0.394, -0.202, -1.679], [0.117, 0.711, -1.343], [0.388, -0.792, 1.893], [-1.083, -0.786, 2.009], [-0.305, -0.861, 2.571], [-2.159, 0.778, 1.305], [-2.422, 2.236, 1.674], [-2.662, 1.336, 1.894], [0.138, 2.821, -1.635], [0.504, 4.218, -2.188], [-0.232, 3.686, -1.869]], "lowdin_charge": [-0.6857, 0.2224, -0.0300, -0.0074, -0.0006, -0.0025, -0.0312, -0.0888, -0.0068, -0.0997, -0.1663, 0.0289, 0.0048, -0.0641, 0.0029, 0.0366, -0.0425, -0.0043, 0.0209, -0.0865], "largest_force_ha_per_bohr": 0.039, "e_lumo_ev": 3.15, "energy_ev": -22321.947, "charge": -1}

***

Record 5
{"formula": "CH13O6Pd", "method": "ωB97M-V with the def2-TZVPD basis set", "species": ["Pd", "C", "O", "H", "H", "H", "O", "H", "H", "O", "H", "H", "O", "H", "H", "O", "H", "H", "O", "H", "H"], "positions_angstrom": [[0.023, 0.269, 0.127], [-0.047, -2.487, -2.121], [-0.154, -1.244, -1.459], [-0.685, -2.338, -2.992], [0.957, -2.572, -2.536], [-0.402, -3.340, -1.543], [-0.190, -1.014, 1.930], [-0.832, -1.523, 2.425], [0.503, -0.822, 2.562], [-2.166, 0.396, 0.512], [-2.875, 0.762, 1.042], [-2.612, -0.097, -0.176], [-0.055, 1.954, -1.245], [-0.783, 2.210, -1.812], [0.489, 2.739, -1.184], [2.221, 0.247, 0.267], [2.843, 0.962, 0.400], [2.769, -0.522, 0.110], [0.208, 1.868, 1.647], [0.056, 2.812, 1.607], [0.731, 1.742, 2.439]], "lowdin_charge": [0.9758, -0.2307, -0.3857, 0.0723, 0.0623, 0.0681, -0.0635, 0.0844, 0.0633, -0.0691, 0.0802, 0.0716, -0.0647, 0.0846, 0.0746, -0.0612, 0.0769, 0.0850, -0.0741, 0.0781, 0.0717], "largest_force_ha_per_bohr": 0.047, "e_lumo_ev": [-3.46, -3.82], "spin_multiplicity": 3, "s2": 2.01, "energy_ev": -17003.549, "charge": 1}

***

Record 6
{"formula": "CH14LiO10", "method": "ωB97M-V with the def2-TZVPD basis set", "species": ["Li", "C", "O", "O", "O", "O", "H", "H", "O", "H", "H", "O", "H", "H", "O", "H", "H", "O", "H", "H", "O", "H", "H", "O", "H", "H"], "positions_angstrom": [[-0.243, -0.213, -0.421], [-1.052, 0.530, 1.585], [0.235, 0.674, 1.068], [-1.633, 1.576, 1.972], [-1.716, -0.439, 1.010], [1.124, -1.110, 2.496], [0.800, -0.287, 2.060], [0.388, -1.431, 2.966], [-1.391, -0.666, -2.031], [-2.233, -0.304, -1.875], [-1.328, -0.696, -3.034], [1.004, -1.966, -0.370], [1.805, -1.529, -0.724], [0.708, -2.416, -1.133], [1.568, 0.858, -1.910], [2.261, 0.703, -1.265], [1.622, 1.809, -1.980], [-2.798, -2.448, -0.091], [-2.072, -2.988, -0.368], [-2.311, -1.679, 0.254], [2.769, 1.178, 0.904], [3.125, 1.895, 1.489], [1.862, 0.809, 1.018], [-0.488, 2.718, -0.727], [-1.198, 3.344, -0.794], [-0.807, 2.079, -0.097]], "lowdin_charge": [0.6589, -0.7629, -0.3228, -0.0448, -0.1581, -0.0858, -0.0610, -0.0078, -0.0812, 0.0248, 0.1000, -0.0474, 0.0620, 0.0171, -0.0674, 0.0050, 0.0328, -0.0939, -0.0055, -0.0590, -0.1110, 0.0587, -0.0193, -0.0420, 0.0259, -0.0152], "largest_force_ha_per_bohr": 0.110, "e_lumo_ev": 2.24, "energy_ev": -21947.827, "charge": -1}

***

Record 7
{"formula": "CH14N2O5", "method": "ωB97M-V with the def2-TZVPD basis set", "species": ["N", "C", "N", "H", "H", "H", "H", "H", "H", "O", "H", "H", "O", "H", "H", "O", "H", "H", "O", "H", "H", "O"], "positions_angstrom": [[-0.954, 1.815, 0.065], [0.235, 1.162, 0.392], [0.348, 1.019, 1.662], [-1.233, 2.242, -0.799], [-1.508, 2.136, 0.881], [0.953, 0.827, -0.343], [1.182, 0.556, 1.986], [3.038, -1.219, -0.067], [1.720, -1.407, 0.886], [2.200, -1.659, 0.081], [0.750, -1.523, -1.582], [1.049, -1.803, -3.026], [0.429, -1.320, -2.471], [0.655, -2.239, 3.012], [-0.092, -1.029, 2.471], [0.774, -1.457, 2.463], [0.075, 1.619, -4.598], [-1.332, 1.591, -3.958], [-0.724, 2.133, -4.466], [-3.050, -0.604, 1.940], [-2.219, 0.006, 2.961], [-2.296, -0.846, 2.511]], "lowdin_charge": [0.0503, -0.3153, 0.0378, 0.0690, 0.0983, 0.1070, 0.0187, 0.0445, -0.0124, -0.0652, -0.0062, 0.0308, -0.0757, 0.0684, 0.0077, -0.0760, 0.0290, 0.0261, -0.0604, 0.0547, 0.0373, -0.0685], "largest_force_ha_per_bohr": 0.056, "e_lumo_ev": 0.59, "smiles": "[H]/N=C/N.O.O.O.O.O", "energy_ev": -14481.696, "charge": 0}

***

Record 8
{"formula": "CH14NO4", "method": "ωB97M-V with the def2-TZVPD basis set", "species": ["C", "N", "H", "H", "H", "H", "H", "H", "H", "H", "O", "H", "H", "O", "H", "H", "O", "H", "H", "O"], "positions_angstrom": [[-0.279, 2.131, -0.696], [-1.057, 0.864, -0.969], [-0.888, 3.133, -0.629], [0.271, 2.056, 0.169], [0.390, 2.375, -1.550], [-1.432, 0.851, -1.992], [-1.834, 0.784, -0.305], [-0.530, -0.045, -0.744], [3.877, 3.686, -2.442], [4.835, 3.211, -1.358], [3.857, 3.299, -1.539], [1.169, -1.849, 2.432], [0.088, -2.782, 2.304], [0.675, -2.430, 1.751], [0.471, -1.753, 0.246], [-0.286, -2.228, -0.941], [0.083, -1.422, -0.600], [-4.082, -2.742, 1.662], [-3.292, -2.031, 2.776], [-3.325, -2.135, 1.804]], "lowdin_charge": [-0.0359, 0.1008, 0.1372, 0.0541, 0.1020, 0.2091, 0.1527, 0.0657, 0.0442, 0.0644, -0.1070, 0.1410, -0.0151, 0.0050, 0.0293, 0.0762, -0.0315, 0.0533, 0.0449, -0.0903], "largest_force_ha_per_bohr": 0.128, "e_lumo_ev": -3.00, "energy_ev": -10937.610, "charge": 1}

***

Record 9
{"formula": "CH14NO4", "method": "ωB97M-V with the def2-TZVPD basis set", "species": ["C", "N", "H", "H", "H", "H", "H", "H", "H", "H", "O", "H", "H", "O", "H", "H", "O", "H", "H", "O"], "positions_angstrom": [[1.685, 2.080, 1.216], [1.021, 0.794, 0.850], [0.913, 2.740, 1.619], [2.532, 1.837, 1.853], [1.963, 2.623, 0.317], [0.435, 0.998, -0.031], [0.446, 0.369, 1.566], [1.592, 0.047, 0.428], [-1.421, -0.268, -0.921], [-1.825, 1.198, -0.459], [-1.099, 0.587, -0.641], [1.914, -2.779, -0.766], [2.748, -2.797, 0.635], [2.416, -2.277, -0.113], [-1.282, -3.877, -1.026], [-0.318, -4.855, -1.762], [-0.815, -4.052, -1.860], [-3.875, 2.710, -1.077], [-3.602, 2.643, 0.525], [-3.429, 2.277, -0.352]], "lowdin_charge": [-0.0145, 0.1012, 0.1031, 0.1019, 0.1005, 0.1263, 0.1545, 0.1378, 0.0734, 0.0228, -0.0381, 0.0376, 0.0548, -0.0604, 0.0412, 0.0252, -0.0565, 0.0603, 0.0656, -0.0367], "largest_force_ha_per_bohr": 0.055, "e_lumo_ev": -3.06, "energy_ev": -10938.074, "charge": 1}

***

Record 10
{"formula": "CH14NO4", "method": "ωB97M-V with the def2-TZVPD basis set", "species": ["C", "N", "H", "H", "H", "H", "H", "H", "H", "H", "O", "H", "H", "O", "H", "H", "O", "H", "H", "O"], "positions_angstrom": [[-1.084, 0.069, -0.596], [-0.133, -1.071, -0.129], [-1.435, -0.306, -1.548], [-0.391, 0.879, -0.812], [-1.843, 0.307, 0.138], [-0.678, -1.859, 0.230], [0.405, -1.273, -0.966], [0.491, -0.735, 0.647], [0.628, 1.465, -3.591], [-0.467, 0.857, -4.421], [-0.229, 1.013, -3.496], [1.726, 3.353, 2.974], [2.844, 2.393, 3.584], [2.178, 2.507, 2.876], [1.543, 1.054, 1.769], [2.665, 0.197, 1.392], [1.705, 0.215, 1.297], [-2.838, -3.715, -0.342], [-2.964, -2.734, 0.819], [-2.685, -2.787, -0.098]], "lowdin_charge": [-0.0009, 0.1288, 0.0781, 0.0825, 0.0968, 0.1172, 0.1545, 0.0883, 0.0542, 0.0516, -0.0661, 0.0638, 0.0791, -0.0518, 0.0340, 0.0758, -0.0538, 0.0670, 0.0496, -0.0488], "largest_force_ha_per_bohr": 0.037, "e_lumo_ev": -2.71, "energy_ev": -10938.637, "charge": 1}

***

Record 11
{"formula": "CH14NO6", "method": "ωB97M-V with the def2-TZVPD basis set", "species": ["N", "C", "O", "H", "H", "H", "H", "H", "H", "O", "H", "H", "O", "H", "H", "O", "H", "H", "O", "H", "H", "O"], "positions_angstrom": [[1.824, -0.343, -1.240], [1.370, -0.777, 0.120], [0.569, 0.129, 0.832], [1.322, 0.484, -1.537], [2.783, -0.036, -1.138], [0.785, -1.701, -0.020], [2.341, -0.925, 0.613], [-1.375, 0.425, -1.443], [-0.660, -0.808, -1.896], [-1.485, -0.349, -2.046], [2.972, 2.126, 1.138], [2.068, 0.958, 1.448], [2.992, 1.273, 1.578], [-0.777, 2.617, -0.214], [0.090, 1.149, 0.057], [-0.346, 1.880, -0.647], [-3.033, -0.787, -0.875], [-2.987, -1.681, 0.334], [-3.591, -1.387, -0.364], [-0.845, -0.622, 1.631], [-2.345, -0.475, 1.865], [-1.671, -1.148, 1.803]], "lowdin_charge": [0.0012, -0.4052, -0.3238, 0.0316, 0.0396, 0.0954, 0.0884, 0.0178, 0.0140, -0.0794, 0.0188, -0.0071, -0.1002, -0.0004, -0.0100, -0.1949, -0.0151, -0.0080, -0.0981, 0.0126, 0.0197, -0.0965], "largest_force_ha_per_bohr": 0.019, "e_lumo_ev": 3.59, "energy_ev": -15041.416, "charge": -1}

***

Record 12
{"formula": "CH14NO6", "method": "ωB97M-V with the def2-TZVPD basis set", "species": ["N", "C", "O", "H", "H", "H", "H", "H", "H", "O", "H", "H", "O", "H", "H", "O", "H", "H", "O", "H", "H", "O"], "positions_angstrom": [[-1.649, 0.048, -2.112], [-1.555, 0.093, -0.648], [-0.312, -0.262, -0.196], [-0.795, 0.283, -2.533], [-1.951, -0.836, -2.490], [-1.805, 1.142, -0.387], [-2.434, -0.419, -0.229], [1.016, 1.806, -1.696], [1.180, 1.020, -0.488], [1.724, 1.529, -1.113], [-0.192, -1.417, 1.057], [1.015, -1.238, 1.960], [0.242, -1.805, 1.874], [1.036, -1.700, -1.078], [1.088, -3.141, -0.625], [1.308, -2.582, -1.377], [-1.594, 0.212, 2.379], [-0.406, 0.478, 1.423], [-0.925, 0.871, 2.176], [1.373, 1.249, 1.399], [1.777, 2.656, 0.997], [1.857, 2.012, 1.708]], "lowdin_charge": [0.0013, -0.4835, -0.3533, 0.0187, 0.0421, 0.0897, 0.0976, 0.0229, -0.0114, -0.0781, -0.0066, 0.0188, -0.1199, -0.0033, 0.0166, -0.0900, 0.0255, -0.0270, -0.1102, -0.0178, 0.0279, -0.0603], "largest_force_ha_per_bohr": 0.041, "e_lumo_ev": 3.73, "energy_ev": -15040.745, "charge": -1}